Below is C21H25N4NiO2PSbSe4 as an isolated structure in a non-equilibrium geometry, with properties calculated with wB97M-V/def2-TZVPD.

Structure (XYZ):
```
59
Properties=species:S:1:pos:R:3:lowdin_charge:R:1
Ni -0.295 -0.887 -1.691 -0.420
Se -1.664 -6.679 -0.939 -0.287
Sb -1.718 -4.420 -0.017 0.038
Se -0.970 -2.214 -3.567 0.060
Se 0.014 -3.133 -1.726 -0.028
Se -4.031 -3.661 0.219 -0.291
C 2.006 3.476 1.238 -0.114
C 2.241 2.284 1.906 -0.105
C 1.417 1.186 1.694 -0.085
C 0.340 1.267 0.812 -0.322
C 0.121 2.470 0.133 -0.093
C 0.944 3.563 0.346 -0.088
P -0.686 -0.173 0.337 1.051
C -0.533 -1.253 1.800 -0.358
C 0.615 -2.046 1.871 -0.158
C 0.796 -2.941 2.913 -0.097
C -0.190 -3.076 3.881 -0.095
C -1.349 -2.319 3.798 -0.080
C -1.524 -1.410 2.764 -0.079
C -2.363 0.540 0.443 -0.350
C -2.742 1.454 1.428 -0.106
C -4.030 1.964 1.446 -0.096
C -4.947 1.564 0.481 -0.097
C -4.578 0.658 -0.500 -0.074
C -3.287 0.150 -0.521 -0.100
H 2.643 4.334 1.414 0.092
H 3.066 2.209 2.605 0.095
H 1.604 0.262 2.227 0.090
H -0.698 2.532 -0.572 0.101
H 0.756 4.489 -0.184 0.099
H 1.354 -1.971 1.079 0.086
H 1.684 -3.559 2.953 0.100
H -0.064 -3.792 4.684 0.098
H -2.135 -2.452 4.530 0.103
H -2.449 -0.857 2.683 0.098
H -2.020 1.764 2.175 0.110
H -4.324 2.670 2.214 0.095
H -5.956 1.959 0.499 0.095
H -5.300 0.328 -1.236 0.105
H -2.987 -0.550 -1.292 0.076
C 5.198 -0.150 -0.543 -0.097
N 3.940 0.143 -1.190 0.022
C 2.991 -0.777 -1.537 -0.591
N 3.268 -2.079 -1.296 0.188
O 1.935 -0.416 -2.060 -0.057
H 5.824 0.739 -0.581 0.081
H 5.721 -0.945 -1.077 0.081
H 5.079 -0.442 0.506 0.082
H 3.613 1.092 -1.203 0.135
H 4.002 -2.356 -0.670 0.089
H 2.504 -2.725 -1.463 0.009
N -1.296 2.435 -4.216 0.156
C -0.513 1.590 -3.463 -0.636
N 0.812 1.562 -3.767 0.181
O -1.004 0.953 -2.538 -0.060
H -0.988 2.705 -5.132 0.087
H -2.286 2.304 -4.099 0.104
H 1.116 1.835 -4.684 0.095
H 1.322 0.803 -3.314 0.062
```

Computed properties:
Total charge: -1
HOMO (alpha / beta): -0.1162 / -0.1294 hartree
ΔE to the lowest compared entry with this formula, charge and spin: 0.0 kcal per mole
Spin multiplicity: 3
HOMO-LUMO gap (alpha / beta): 5.257 / 5.020 eV
Molecular weight: 892.72 g mol⁻¹
Lowest unoccupied orbital energy (alpha / beta): 2.09 / 1.50 eV
⟨S²⟩: 2.05



Below is C37H43IIrPSeSi as an isolated structure, with properties calculated with wB97M-V/def2-TZVPD.

Structure (XYZ):
```
85
Properties=species:S:1:pos:R:3:lowdin_charge:R:1
Ir 0.201 -0.213 -1.132 0.618
C -1.915 -2.658 -2.400 -0.030
C -0.598 -1.951 -2.466 -0.293
C 0.506 -2.471 -1.743 -0.231
C 0.355 -3.816 -1.085 0.005
C 1.800 -1.843 -1.840 -0.237
C 2.972 -2.489 -1.152 -0.017
C 1.965 -0.699 -2.659 -0.257
C 3.343 -0.122 -2.865 -0.016
C 0.834 -0.154 -3.396 -0.265
C 1.050 1.072 -4.248 -0.029
C -0.417 -0.824 -3.351 -0.255
C -1.557 -0.430 -4.239 -0.009
H -2.010 -3.250 -1.495 0.081
H -1.998 -3.330 -3.259 0.125
H -2.745 -1.958 -2.427 0.056
H -0.398 -3.822 -0.301 0.060
H 1.281 -4.189 -0.668 0.085
H 0.024 -4.520 -1.852 0.121
H 3.851 -1.853 -1.122 0.077
H 3.231 -3.393 -1.710 0.121
H 2.741 -2.780 -0.130 0.085
H 3.678 0.481 -2.019 0.083
H 3.397 0.495 -3.753 0.084
H 4.060 -0.929 -2.998 0.103
H 1.834 1.713 -3.853 0.071
H 0.154 1.676 -4.324 0.067
H 1.346 0.779 -5.258 0.123
H -2.505 -0.438 -3.705 0.071
H -1.625 -1.160 -5.051 0.123
H -1.434 0.547 -4.687 0.073
I 1.111 2.171 -0.684 1.330
C 0.618 2.786 1.281 -0.520
C 1.037 4.078 1.458 -0.161
C 0.636 4.802 2.591 -0.036
C -0.230 4.215 3.463 0.005
C -0.652 2.877 3.289 -0.144
C -1.553 2.330 4.239 0.004
C -1.955 1.038 4.151 -0.025
C -1.409 0.219 3.142 -0.063
C -0.548 0.700 2.189 -0.334
P 0.339 -0.522 1.169 0.903
C 1.998 -0.378 1.890 -0.359
C 3.143 -0.177 1.130 -0.137
C 4.384 -0.053 1.737 -0.049
C 4.485 -0.137 3.117 -0.042
C 3.344 -0.334 3.888 -0.040
C 2.106 -0.451 3.283 -0.076
C -0.282 -2.147 1.645 -0.371
C 0.570 -3.103 2.190 -0.076
C 0.085 -4.369 2.498 -0.046
C -1.249 -4.677 2.278 -0.043
C -2.105 -3.721 1.739 -0.053
C -1.625 -2.465 1.411 -0.141
C -0.185 2.083 2.201 -0.204
H 1.648 4.573 0.712 0.096
H 0.980 5.817 2.731 0.124
H -0.607 4.764 4.317 0.130
H -1.905 2.970 5.037 0.130
H -2.646 0.617 4.867 0.123
H -1.663 -0.829 3.157 0.100
H 3.058 -0.095 0.055 0.033
H 5.270 0.108 1.137 0.117
H 5.450 -0.045 3.596 0.120
H 3.421 -0.391 4.965 0.120
H 1.223 -0.594 3.894 0.120
H 1.609 -2.868 2.383 0.107
H 0.750 -5.109 2.921 0.120
H -1.625 -5.658 2.532 0.120
H -3.149 -3.957 1.577 0.122
H -2.294 -1.726 0.986 0.044
C -4.699 2.217 -1.391 -0.220
Si -2.865 2.500 -1.264 0.191
C -2.499 3.740 0.081 -0.196
C -2.146 3.099 -2.881 -0.204
Se -2.189 0.350 -0.702 0.499
H -5.201 3.166 -1.592 0.049
H -5.105 1.820 -0.459 0.039
H -4.951 1.524 -2.195 0.036
H -3.119 4.624 -0.090 0.051
H -1.460 4.070 0.089 0.012
H -2.744 3.341 1.067 0.038
H -2.465 4.131 -3.044 0.050
H -2.499 2.506 -3.725 0.029
H -1.057 3.099 -2.871 -0.014
```

Computed properties:
Total charge: +2
HOMO: -0.4839 hartree
Spin multiplicity: 1
HOMO-LUMO gap: 6.899 eV
Molecular weight: 944.89 g mol⁻¹
Lowest unoccupied orbital energy: -6.27 eV



Below is C4H4AgLiO2 as an isolated structure in a non-equilibrium geometry, with properties calculated with wB97M-V/def2-TZVPD.

Structure (XYZ):
```
12
Properties=species:S:1:pos:R:3:lowdin_charge:R:1
O 4.683 3.505 1.761 0.198
C 3.822 2.616 2.123 -0.108
C 4.133 1.455 2.786 0.028
H 4.434 3.989 0.958 0.174
H 3.333 1.024 3.401 0.113
H 5.173 1.315 3.112 0.124
C 1.658 2.864 0.963 0.139
C 1.622 1.759 0.370 -0.307
O 2.047 0.550 0.252 -0.360
Ag 3.773 0.002 1.095 1.021
H 1.407 3.913 0.925 0.082
Li 0.663 -0.589 -0.398 0.895
```

Computed properties:
Total charge: +2
HOMO (alpha / beta): -0.6189 / -0.6392 hartree
ΔE to the lowest compared entry with this formula, charge and spin: 51.8 kcal per mole
Spin multiplicity: 3
HOMO-LUMO gap (alpha / beta): 7.816 / 4.926 eV
Molecular weight: 198.88 g mol⁻¹
Lowest unoccupied orbital energy (alpha / beta): -9.02 / -12.47 eV
⟨S²⟩: 2.04